No. 1
A 7-piece molecular cluster, C33H70N2O8P overall, computed with ωB97M-V/def2-TZVPD.

XYZ file:
```
114
Properties=species:S:1:pos:R:3:lowdin_charge:R:1
P -2.128 -1.344 1.996 0.508
O 1.365 -8.073 -5.240 -0.159
O 0.181 0.874 2.023 -0.027
O 5.652 1.365 4.122 -0.143
O -1.811 0.631 -2.442 -0.141
O 2.046 1.375 0.883 0.058
O -2.087 8.111 0.234 -0.159
O 1.216 -6.743 -0.023 -0.156
O -0.686 4.146 -0.727 -0.168
N -4.656 0.616 4.765 -0.039
N -0.972 -4.891 1.796 0.098
C -1.752 2.026 -2.743 -0.204
C -3.995 8.808 1.430 -0.171
C -2.523 7.003 1.032 -0.195
C 1.394 -7.384 -7.494 -0.170
C 1.274 -6.137 -2.300 -0.174
C -2.826 9.281 0.574 -0.211
C 0.278 6.195 -1.363 -0.157
C 2.187 0.838 3.222 0.020
C 1.310 5.395 -0.560 -0.151
C 0.759 -7.864 -0.771 -0.207
C -3.385 7.599 2.137 -0.163
C -2.766 0.914 -4.572 -0.174
C -0.625 0.913 0.813 -0.217
C 0.324 -7.321 -2.127 -0.168
C -2.160 -3.128 2.924 -0.317
C 1.499 -6.906 -6.050 -0.206
C 0.897 -9.167 -6.023 -0.206
C 6.419 3.571 3.802 -0.170
C 1.345 -5.602 -0.875 -0.207
C -2.011 0.358 1.071 -0.320
C -2.223 -0.110 -3.580 -0.208
C -0.948 -3.890 2.595 -0.561
C 1.482 1.051 1.907 -0.567
C 6.620 1.631 5.130 -0.213
C 5.617 2.436 3.177 -0.200
C -3.725 -0.812 2.943 -0.369
C 7.455 2.801 4.620 -0.175
C 0.346 -3.360 3.189 -0.078
C 0.441 -8.570 -7.351 -0.171
C -1.888 2.126 -4.260 -0.173
C -0.692 5.096 -1.785 -0.214
C -3.435 0.032 4.164 -0.383
C 0.411 4.391 0.149 -0.195
H 6.066 2.103 2.235 0.122
H 1.578 -8.586 -0.881 0.112
H 2.452 -6.432 -5.816 0.119
H -2.782 0.871 3.893 0.092
H -4.354 9.579 2.111 0.108
H 0.526 -4.905 -0.672 0.112
H -0.675 1.962 0.514 0.093
H -2.572 2.542 -2.232 0.125
H -0.707 -6.965 -2.073 0.118
H 7.204 0.724 5.297 0.115
H -2.183 9.971 1.133 0.115
H 0.904 3.445 0.378 0.096
H 0.405 -8.053 -2.930 0.090
H 1.028 -6.608 -8.165 0.110
H -0.052 -8.341 -0.218 0.116
H 7.898 3.383 5.427 0.107
H 2.012 4.883 -1.221 0.114
H -1.644 6.477 1.403 0.109
H -3.137 9.774 -0.349 0.115
H 2.556 1.804 3.575 0.072
H -4.828 8.495 0.796 0.112
H 0.718 -4.066 3.939 0.070
H -2.205 -2.892 3.994 0.063
H 0.023 4.814 1.085 0.112
H -2.965 -0.844 -3.262 0.120
H 1.711 -9.885 -6.171 0.116
H 8.258 2.442 3.973 0.111
H -0.118 0.338 0.037 0.116
H -0.240 6.903 -0.717 0.087
H 0.202 -2.386 3.658 0.044
H 2.252 -6.486 -2.640 0.110
H 6.114 1.890 6.067 0.116
H -2.320 3.075 -4.579 0.106
H -4.275 -1.718 3.230 0.056
H 6.856 4.233 3.055 0.109
H -0.813 2.424 -2.352 0.103
H 4.577 2.694 2.980 0.104
H -1.714 5.455 -1.920 0.118
H 1.881 6.002 0.142 0.109
H 1.522 0.412 3.970 0.081
H 0.911 -5.388 -3.003 0.108
H -0.370 4.615 -2.719 0.110
H -1.292 -0.852 3.098 -0.009
H -0.913 -1.751 1.250 -0.002
H -5.224 -0.125 5.164 0.046
H 0.696 -6.201 -5.807 0.119
H -4.123 6.892 2.512 0.115
H -2.408 0.141 0.071 0.057
H 0.502 -9.283 -8.173 0.108
H -3.095 6.309 0.408 0.124
H 1.101 -3.261 2.404 0.067
H -4.358 -0.252 2.244 0.062
H -3.055 -3.666 2.600 0.058
H -4.395 1.225 5.534 0.038
H -1.366 -0.649 -4.002 0.116
H -2.971 -1.920 0.936 -0.009
H 5.785 4.168 4.461 0.112
H 3.052 0.191 3.066 0.088
H -2.694 0.574 -5.606 0.104
H -0.021 -5.230 1.630 0.009
H 2.368 -7.721 -7.856 0.112
H -2.650 1.128 1.521 0.064
H -2.865 -0.577 4.882 0.090
H 0.698 6.734 -2.212 0.110
H -2.763 7.923 2.974 0.113
H -0.590 -8.219 -7.275 0.113
H -3.813 1.136 -4.354 0.111
H -0.912 2.015 -4.738 0.111
H 2.289 -5.107 -0.640 0.117
H 0.094 -9.665 -5.477 0.117
```

E_HOMO ... -3.4 eV
Total charge ... -1
Energy ... -2351.99279 hartree
LUMO level ... 2.264 eV
Strongest force on any atom ... 0.32 eV Å⁻¹


No. 2
A 2-piece molecular cluster, CH7N2O overall, computed with ωB97M-V/def2-TZVPD.

XYZ file:
```
11
Properties=species:S:1:pos:R:3:lowdin_charge:R:1
O -1.791 -1.729 0.814 -0.358
N 2.340 0.846 -0.479 -0.018
N -1.172 0.274 -0.358 -0.066
C -0.897 -0.762 0.723 -0.679
H 1.825 0.522 0.338 -0.018
H 1.783 1.614 -0.839 -0.011
H -0.778 -0.109 1.633 0.062
H -2.059 0.694 -0.062 0.019
H 2.141 0.069 -1.118 0.000
H 0.135 -1.125 0.478 0.050
H -1.527 -0.293 -1.131 0.020
```

E_HOMO ... -2.5 eV
Total charge ... -1
Energy ... -227.03845 hartree
LUMO level ... 4.624 eV
Strongest force on any atom ... 0.66 eV Å⁻¹
Relative energy (zero: lowest compared OMol25 entry of this formula, charge and spin) ... 7.07 kcal per mole


strongest force on any atom of number 1 (C33H70N2O8P)?
0.32 eV Å⁻¹


The lowest LUMO level belongs to which entry?
C33H70N2O8P


Which formula does entry 2 have?
CH7N2O


Look up the energy of the second one.
-227.03845 hartree